157
Properties=species:S:1:pos:R:3 method="wB97M-V/def2-TZVPD" charge=+3 largest_force_ev_per_a=12.89 lumo_ev=-5.5 homo_energy_ha=-0.527 e_tot_ev=-127512.43705 relative_energy_kcal_mol=0.0
C -3.443 1.630 -4.134
C -4.615 1.500 -3.105
C -4.263 1.036 -1.715
C -5.548 0.813 -0.858
N -5.360 0.283 0.596
C -6.761 -0.011 1.250
C -6.713 -1.310 1.853
C -5.881 -2.221 0.878
C -4.819 -1.199 0.540
C -4.528 1.221 1.412
H -2.763 2.451 -3.906
H -3.719 1.906 -5.152
H -2.913 0.683 -4.242
H -5.454 0.913 -3.480
H -5.033 2.507 -3.067
H -3.547 1.797 -1.406
H -3.759 0.071 -1.772
H -6.259 0.173 -1.381
H -6.116 1.716 -0.634
H -6.955 0.731 2.024
H -7.558 0.052 0.509
H -6.389 -1.280 2.894
H -7.714 -1.706 2.023
H -5.402 -3.068 1.370
H -6.516 -2.540 0.052
H -4.067 -1.101 1.322
H -4.426 -1.386 -0.459
H -3.576 1.314 0.890
H -4.387 0.861 2.431
H -5.050 2.156 1.621
C -0.437 5.299 1.175
C 0.885 5.599 1.894
C 1.484 4.310 2.544
C 2.836 4.609 3.219
N 3.390 3.507 4.185
C 4.770 3.998 4.561
C 5.796 2.901 4.172
C 5.031 1.676 3.932
C 3.644 2.146 3.500
C 2.430 3.412 5.359
H -1.235 4.967 1.840
H -0.256 4.575 0.380
H -0.785 6.216 0.699
H 0.789 6.390 2.638
H 1.569 5.981 1.137
H 1.639 3.672 1.674
H 0.723 3.799 3.133
H 2.693 5.507 3.819
H 3.660 4.817 2.536
H 4.644 4.048 5.642
H 5.121 4.976 4.233
H 6.628 2.809 4.870
H 6.222 3.148 3.200
H 4.873 1.037 4.801
H 5.633 1.141 3.197
H 2.824 1.491 3.794
H 3.524 2.364 2.439
H 2.930 2.806 6.114
H 1.496 2.881 5.172
H 2.356 4.418 5.772
C 3.799 3.098 -8.686
C 4.781 3.059 -7.531
C 4.329 2.419 -6.257
C 3.749 3.395 -5.203
N 3.346 2.563 -3.892
C 2.459 1.359 -4.062
C 1.791 1.089 -2.749
C 1.560 2.476 -2.135
C 2.518 3.346 -2.811
C 4.657 1.994 -3.291
H 3.021 3.772 -8.328
H 3.471 2.082 -8.908
H 4.284 3.438 -9.601
H 5.234 4.034 -7.347
H 5.586 2.441 -7.928
H 5.061 1.798 -5.740
H 3.542 1.732 -6.567
H 2.918 3.938 -5.652
H 4.512 4.109 -4.894
H 2.992 0.505 -4.481
H 1.750 1.536 -4.870
H 2.374 0.432 -2.104
H 0.849 0.597 -2.994
H 1.743 2.424 -1.062
H 0.511 2.729 -2.288
H 3.253 3.764 -2.123
H 2.047 4.116 -3.421
H 4.973 1.088 -3.808
H 4.486 1.847 -2.224
H 5.417 2.774 -3.295
C 1.370 -0.439 6.037
C 1.594 -1.347 4.863
C 0.471 -2.421 4.612
C -0.878 -1.829 4.361
N -2.088 -2.830 4.164
C -3.368 -2.032 3.818
C -3.958 -1.633 5.118
C -3.559 -2.661 6.137
C -2.513 -3.567 5.438
C -1.749 -3.746 2.979
H 0.481 0.179 5.913
H 2.245 0.210 6.076
H 1.368 -1.022 6.958
H 2.569 -1.833 4.906
H 1.601 -0.638 4.035
H 0.450 -3.114 5.453
H 0.619 -3.059 3.740
H -0.656 -1.223 3.483
H -1.214 -1.128 5.125
H -4.070 -2.700 3.320
H -3.178 -1.219 3.118
H -5.042 -1.590 5.007
H -3.593 -0.645 5.398
H -4.445 -3.185 6.493
H -3.162 -2.226 7.055
H -2.709 -4.612 5.199
H -1.592 -3.532 6.019
H -1.511 -3.028 2.194
H -2.589 -4.419 2.807
H -0.919 -4.399 3.249
C 0.081 -5.860 -1.638
C -0.480 -4.654 -2.360
N -0.669 -4.877 -3.753
C 0.329 -4.992 -4.713
C -0.266 -5.086 -5.958
N -1.627 -5.136 -5.805
C -1.826 -5.027 -4.419
C -2.562 -5.298 -6.877
H -0.540 -6.738 -1.817
H 0.128 -5.579 -0.586
H 1.093 -6.104 -1.960
H -0.041 -3.681 -2.142
H -1.443 -4.418 -1.907
H 1.306 -4.891 -4.264
H 0.137 -5.174 -6.956
H -2.826 -4.899 -4.031
H -3.338 -4.535 -6.842
H -2.918 -6.296 -6.618
H -2.028 -5.440 -7.817
N 2.960 -3.962 -2.889
S 3.901 -4.536 -1.591
O 3.178 -5.001 -0.455
O 5.229 -3.954 -1.408
F 4.257 -5.938 -2.371
S 2.922 -2.631 -2.350
O 4.049 -1.727 -2.429
O 1.927 -2.357 -1.311
F 2.183 -2.025 -3.671
N -1.513 -0.401 1.380
S -0.717 0.930 2.131
O -1.204 2.162 1.682
O 0.611 0.846 2.757
F -1.534 0.777 3.524
S -0.397 -0.815 0.471
O 0.555 -1.683 1.164
O 0.002 0.076 -0.554
F -1.253 -1.833 -0.424